(1)
C29H30IrNO4 | ωB97M-V with the def2-TZVPD basis set

The geometry in XYZ format:
```
65
Properties=species:S:1:pos:R:3:forces:R:3
C -1.495502 -1.502565 1.009723 -0.55 -1.51 -0.59
C -2.517783 -0.705270 1.615552 -0.42 -0.38 0.17
C -2.912895 0.295643 0.680797 -0.49 0.31 -0.72
H -2.917550 -0.779014 2.613268 -0.03 -0.29 -0.01
C -2.137067 0.123620 -0.501369 -0.68 -0.76 0.20
C -1.243872 -0.973640 -0.299361 -0.82 -0.73 -0.51
H -2.300683 0.666096 -1.417581 0.23 0.09 0.13
C 2.288664 -1.116991 1.929472 -0.07 0.13 -1.65
C 1.413417 -0.888733 2.999773 -1.27 0.29 0.47
C 0.557295 0.256521 2.767756 1.93 0.24 0.93
H 1.307914 -1.409591 3.930225 0.39 -0.49 0.16
C 1.258410 0.910753 1.510927 1.57 0.42 1.46
C 2.162242 -0.051168 1.003332 0.35 -1.06 0.53
H -3.727126 1.017275 0.789394 0.57 -0.22 0.09
H -0.566268 -1.377689 -1.028044 0.17 -0.11 -0.03
H -1.015979 -2.381990 1.417519 0.00 0.14 -0.04
H 2.698766 0.127379 0.094275 0.42 -0.34 -0.25
H 0.298739 0.925918 3.587993 0.16 -0.50 0.16
H 2.918705 -2.001746 1.765890 -0.22 0.60 0.35
Ir -0.709369 0.438944 1.276454 -1.11 1.07 0.23
C 1.452502 2.368223 1.342859 -0.16 -0.02 -0.31
C 2.813247 2.986893 1.521937 0.65 0.08 0.00
C 0.580617 3.010028 2.441126 0.19 0.53 0.73
H 3.130400 2.868502 2.554622 0.30 0.16 0.03
H 2.655708 4.062268 1.292424 0.57 -0.55 0.18
H 3.567284 2.546678 0.854015 -0.14 0.27 0.17
H 1.152882 2.747842 3.326888 0.07 0.28 0.39
H -0.428118 2.575781 2.604433 0.83 0.73 -0.17
H 0.564551 4.109287 2.414011 -0.26 -0.35 -0.21
C 1.139386 2.525614 -0.187859 -1.32 0.12 0.92
C -0.257656 3.125050 -0.212074 -0.64 0.21 1.46
H 1.034792 1.514784 -0.655545 0.00 0.77 0.15
H 1.907246 3.049999 -0.775530 -0.48 0.22 0.35
O -1.101709 2.848899 0.723009 2.78 0.77 -5.07
N -0.504475 3.925107 -1.340657 0.14 -0.45 -0.37
C -1.330621 3.160195 -2.299124 -1.16 0.77 0.66
H 0.157265 4.618234 -1.710942 0.04 -1.24 0.47
C -2.725629 3.279909 -1.702477 -1.20 0.08 0.20
C -3.778039 2.496964 -2.195499 -0.30 0.08 0.48
H -3.624999 1.965453 -3.149910 -0.25 0.17 0.54
C -4.979032 2.359444 -1.461319 0.36 -0.01 -0.32
H -5.782502 1.729236 -1.872490 0.42 0.37 0.32
C -5.108227 2.971177 -0.202592 0.46 -0.17 -0.31
H -5.977358 2.749119 0.422990 0.25 0.23 -0.27
C -4.084012 3.813430 0.256940 0.16 -0.23 -0.39
H -4.116517 4.243447 1.263235 -0.24 0.08 -0.50
C -2.927039 4.024101 -0.512904 -1.14 0.38 -0.50
H -2.235316 4.830138 -0.207903 -0.42 -1.03 -0.12
H -1.103510 2.065264 -2.304506 0.38 0.78 -0.11
H -1.223515 3.540574 -3.326850 0.00 0.00 0.47
O 2.817237 -4.138900 -3.313260 0.01 -1.00 0.77
C 2.821466 -5.105305 -2.486354 -0.07 0.43 -0.22
C 3.419992 -6.374793 -2.820699 0.20 -0.18 -0.15
C 3.382199 -7.431303 -1.938771 0.05 -0.09 -0.46
C 2.804339 -7.300355 -0.663277 0.02 0.15 -0.14
C 2.234724 -6.075247 -0.292541 -0.09 0.93 0.16
C 2.211607 -4.993757 -1.163684 -0.08 -0.71 0.21
C 1.475607 -3.753659 -0.764973 -0.40 0.59 0.74
O 0.986977 -3.628155 0.352269 0.48 0.07 -1.27
O 1.390627 -2.816059 -1.714839 0.60 -0.81 -0.11
H 1.952161 -3.173061 -2.528681 -0.66 0.54 0.82
H 3.892112 -6.440442 -3.805692 -0.21 -0.10 0.38
H 3.779194 -8.394015 -2.252107 0.05 0.20 0.13
H 2.788529 -8.137345 0.035105 0.04 0.22 -0.26
H 1.815566 -5.923000 0.711198 0.06 -0.16 -0.56
```
Forces are in eV/Å.

Properties
Charge: +1
2S+1: 6
Expectation value of S²: 8.81
Gap between HOMO and LUMO (spin up / spin down) in eV: 7.01 / 5.29
Maximum force in hartree/bohr: 0.113

=====

(2)
C27H29N3O4S | ωB97M-V with the def2-TZVPD basis set

The geometry in XYZ format:
```
64
Properties=species:S:1:pos:R:3:forces:R:3
C 4.150321 -0.118343 1.386013 -0.28 -0.19 0.12
C 3.356184 -1.171767 2.152139 0.23 0.15 0.07
O 2.264750 -1.710870 1.427349 -0.18 0.19 -0.18
C 1.098392 -0.951084 1.398372 -0.37 -0.58 0.76
O 1.240596 0.230852 0.643514 -0.07 0.29 -0.46
C 1.223191 0.062230 -0.718851 -0.07 -0.66 -0.17
C 1.488324 1.316534 -1.474686 0.12 0.11 0.02
O 1.674250 1.351656 -2.675443 -0.05 -0.08 -0.13
N 1.451375 2.421494 -0.687255 -0.03 0.29 0.33
C 1.282241 3.731698 -1.252515 0.27 -0.09 -0.16
C -0.106147 4.241173 -1.028867 -0.02 -0.01 -0.08
N -0.967207 3.744570 -0.187177 0.37 -0.37 0.14
C -2.091611 4.535957 -0.289807 -0.11 0.68 -0.49
C -3.305389 4.476612 0.386438 0.02 0.05 -0.04
C -4.257705 5.422217 0.067160 -0.12 -0.04 0.09
C -4.026436 6.408717 -0.893024 0.00 0.10 -0.09
C -2.825498 6.490142 -1.569110 0.03 0.08 -0.09
C -1.865338 5.544184 -1.253337 -0.46 -0.25 0.47
N -0.585538 5.327563 -1.703622 0.21 -0.09 0.01
C 0.824309 -1.052113 -1.332888 0.08 0.33 0.19
C 0.281711 -2.233191 -0.592748 0.17 -0.10 0.30
C 1.222513 -3.406360 -0.660291 0.24 0.18 -0.38
C 2.517232 -3.337770 -1.039459 -0.14 -0.38 -0.07
S 3.351606 -4.850833 -0.977537 -0.25 -0.02 0.09
C 1.907824 -5.647372 -0.421710 0.10 0.29 -0.06
C 1.762741 -6.994336 -0.126767 -0.06 -0.11 0.04
C 0.528298 -7.444597 0.292236 0.14 -0.10 -0.02
C -0.547075 -6.564764 0.409790 -0.16 0.04 0.04
C -0.403286 -5.226854 0.117153 0.00 0.03 0.00
C 0.837117 -4.741287 -0.301714 0.27 -0.35 -0.02
C -0.027436 -1.852929 0.872350 0.07 0.17 0.09
C -1.413463 -1.219623 1.088600 0.22 0.11 -0.14
C -1.899727 -0.205041 0.047349 -0.21 0.16 0.40
C -2.904702 0.770665 0.668585 -0.06 -0.28 -0.48
O -2.292697 1.644556 1.581692 0.28 0.27 0.33
H 5.039872 0.145171 1.952513 0.13 0.04 0.04
H 4.451681 -0.513922 0.419169 0.07 -0.02 -0.11
H 3.555033 0.776587 1.225812 0.05 0.07 -0.02
H 2.994327 -0.755561 3.103580 0.04 -0.09 -0.03
H 3.991904 -2.036332 2.362247 -0.05 0.13 0.09
H 0.859613 -0.581604 2.412486 0.06 -0.09 -0.25
H 1.150654 2.298161 0.269086 0.01 -0.08 -0.08
H 1.487709 3.647324 -2.325809 0.01 0.09 0.17
H 2.004673 4.430470 -0.809098 -0.10 -0.06 -0.14
H -3.486247 3.724261 1.136720 0.00 -0.13 0.09
H -5.210879 5.403761 0.574071 -0.07 -0.01 0.05
H -4.804036 7.126109 -1.108375 -0.05 0.06 -0.02
H -2.641561 7.255233 -2.308272 -0.02 0.09 -0.07
H -0.099779 5.854494 -2.409432 0.00 -0.08 0.04
H 0.853342 -1.084443 -2.409724 0.02 0.15 -0.15
H -0.656048 -2.537656 -1.074082 0.00 0.06 0.00
H 3.058101 -2.467993 -1.356061 0.05 0.26 -0.02
H 2.600374 -7.667052 -0.226953 0.07 -0.12 0.00
H 0.391329 -8.489105 0.528305 0.00 -0.09 0.02
H -1.505773 -6.941874 0.734127 -0.08 -0.02 0.02
H -1.243701 -4.554703 0.205733 -0.13 0.07 0.03
H 0.023089 -2.759043 1.483769 0.03 0.10 -0.03
H -1.399272 -0.715887 2.058462 -0.05 -0.05 0.07
H -2.151279 -2.023055 1.151664 -0.02 -0.02 0.06
H -1.075394 0.392133 -0.336017 -0.11 0.03 -0.07
H -2.365848 -0.713218 -0.798116 0.03 0.00 -0.11
H -3.666574 0.226387 1.234024 -0.03 0.02 -0.09
H -3.403721 1.336783 -0.131426 -0.03 -0.07 0.08
H -1.695314 2.232890 1.089666 0.03 -0.07 -0.01
```
Forces are in eV/Å.

Properties
SMILES string: CCO[C@H]1OC(C(=O)NCc2nc3ccccc3[nH]2)=C[C@@H](c2csc3ccccc23)[C@@H]1CCCO
Gap between HOMO and LUMO in eV: 8.55
ΔE to the lowest compared entry with this formula, charge and spin in kJ/mol: 41.9
Maximum force in hartree/bohr: 0.020

=====

(3)
C2H8NOS | ωB97M-V with the def2-TZVPD basis set

The geometry in XYZ format:
```
13
Properties=species:S:1:pos:R:3:forces:R:3
C -2.268800 -1.002178 0.149082 0.44 0.00 0.37
S -0.823387 -1.277400 1.251841 -0.19 -0.01 -0.01
H -2.966439 -1.834576 0.180471 -0.06 -0.21 -0.05
H -1.906266 -0.882258 -0.868013 -0.20 0.08 -0.27
H -2.816906 -0.111646 0.450914 -0.05 0.16 -0.09
N 1.548049 0.471885 -1.212809 0.43 0.11 -0.43
C 1.690691 0.892642 0.175791 -0.01 -0.07 0.47
O 0.527551 1.493555 0.638686 -0.05 0.27 -0.13
H 0.575037 0.264435 -1.390140 -0.13 -0.10 0.20
H 2.053504 -0.395910 -1.332538 -0.07 -0.14 -0.12
H 2.507115 1.607451 0.267336 0.09 0.28 -0.13
H 1.940976 0.047242 0.829258 -0.03 -0.19 -0.07
H -0.061129 0.726761 0.860122 -0.16 -0.16 0.27
```
Forces are in eV/Å.

Properties
Charge: -1
Gap between HOMO and LUMO in eV: 6.90
ΔE to the lowest compared entry with this formula, charge and spin in kJ/mol: 43.3
Maximum force in hartree/bohr: 0.012

=====

(4)
C4H9N5 | ωB97M-V with the def2-TZVPD basis set

The geometry in XYZ format:
```
18
Properties=species:S:1:pos:R:3:forces:R:3
C -1.129556 -0.602054 0.801947 0.46 -1.78 1.99
C 0.035140 -1.413531 0.729640 1.64 1.25 -0.56
C -0.415686 0.890806 -0.686516 -0.20 -0.92 0.76
C 1.801900 0.562279 -1.452087 -1.87 2.33 1.51
N -1.414648 0.442568 0.113370 -1.53 0.37 -0.27
N 0.731555 0.348949 -0.521915 -0.27 -0.93 -0.61
N -2.097300 -1.162165 1.628252 -2.04 1.58 -1.97
N 1.013263 -1.642663 1.607636 0.17 0.22 -0.43
N -0.793365 1.907849 -1.563987 1.11 0.13 -0.49
H 2.495963 -0.168554 -1.457882 2.13 -2.64 0.15
H 1.545711 0.845487 -2.417271 -1.05 0.02 -2.09
H 2.225892 1.447474 -1.088012 1.61 1.41 0.48
H -3.011383 -1.278744 1.160404 0.85 0.21 0.84
H -1.886268 -1.771277 2.352874 0.62 -1.35 0.94
H 1.808085 -2.160151 1.225280 -0.64 -0.12 0.41
H 1.327131 -1.008157 2.360478 -0.71 -0.20 -0.57
H -1.784381 1.998834 -1.624788 -0.66 -0.23 0.17
H -0.452055 2.763050 -1.167422 0.40 0.65 -0.27
```
Forces are in eV/Å.

Properties
Gap between HOMO and LUMO in eV: 8.73
ΔE to the lowest compared entry with this formula, charge and spin in kJ/mol: 278.1
Maximum force in hartree/bohr: 0.066